1.
Formula: C4H8O2
Source: the OMol25 dataset
Level of theory: wB97M-V/def2-TZVPD

Results
Orbital gap: 0.3951 hartree
Lowest unoccupied orbital energy: 0.99 eV
Relative energy (zero: lowest compared OMol25 entry of this formula, charge and spin): 1.258 eV

ORCA input file:
```
! RIJCOSX wB97M-V def2-TZVPD def2/J DEFGRID3
* xyz 0 1
O 0.8728 1.7350 -0.9308
C 0.0027 0.6413 -0.7131
C 0.7196 -0.6902 -0.4311
C -0.1642 -1.3199 0.6415
O -0.5261 -0.2187 1.4560
C -0.9225 0.7733 0.5245
H 1.5624 1.7257 -0.2534
H -0.6046 0.6022 -1.6220
H 1.7027 -0.4728 0.0071
H 0.8631 -1.3014 -1.3239
H 0.3332 -2.0715 1.2588
H -1.0671 -1.7686 0.1910
H -1.9747 0.5985 0.2467
H -0.7974 1.7670 0.9486
*
```

Atom charges from the Löwdin analysis, given in e for atoms 1 to 6:
1 O -0.032
2 C -0.353
3 C -0.105
4 C -0.209
5 O -0.130
6 C -0.150

2.
Formula: C23H53O5P3Sn
Source: the OMol25 dataset
Level of theory: wB97M-V/def2-TZVPD

Results
Orbital gap (alpha / beta): 0.1850 / 0.1850 hartree
Lowest unoccupied orbital energy (alpha / beta): -16.00 / -16.00 eV
Relative energy (zero: lowest compared OMol25 entry of this formula, charge and spin): 0.000 eV

ORCA input file:
```
! RIJCOSX wB97M-V def2-TZVPD def2/J DEFGRID3
* xyz 4 1
Sn 0.6282 -0.7156 0.1451
C -1.6067 -1.8260 -0.9145
O -2.5578 -1.9875 -1.5331
C 0.7095 1.5653 0.6635
O 1.7682 1.6208 1.3254
P 1.2048 -0.5371 -2.4954
C 0.8982 1.0399 -3.3972
H 1.3825 0.9476 -4.3820
C 3.0637 -0.7361 -2.4737
H 3.3219 -0.1983 -1.5418
C 0.4573 -1.7686 -3.6613
H -0.6007 -1.4528 -3.6928
C -2.0975 -2.8840 2.1656
P -1.1530 -1.2915 2.2049
H -2.6513 -0.3492 3.8096
H -2.8607 -2.7038 1.3894
C -0.0526 -1.4707 3.7047
H -0.6589 -2.0805 4.3936
C 3.5010 -2.1969 -2.3043
H 3.4761 -2.7454 -3.2578
H 2.9021 -2.7453 -1.5645
H 4.5430 -2.2016 -1.9506
C 3.7958 -0.0475 -3.6344
H 4.8122 -0.4584 -3.7075
H 3.8951 1.0324 -3.4763
H 3.2949 -0.2122 -4.5979
C 1.0267 -1.6396 -5.0758
H 0.9352 -0.6245 -5.4819
H 0.4493 -2.2984 -5.7393
H 2.0780 -1.9555 -5.1247
C 0.5019 -3.2179 -3.1557
H -0.3152 -3.7688 -3.6459
H 0.3571 -3.3099 -2.0703
H 1.4480 -3.7056 -3.4315
C -0.6051 1.2788 -3.5957
H -0.9637 0.8102 -4.5251
H -0.7848 2.3607 -3.6640
H -1.2004 0.8939 -2.7548
C 1.5610 2.1732 -2.6274
H 1.0481 2.2988 -1.6679
H 1.4485 3.1126 -3.1838
H 2.6237 2.0258 -2.4010
C -2.8118 -3.1724 3.4933
H -3.2129 -2.2819 3.9902
H -2.1479 -3.6930 4.1954
H -3.6639 -3.8347 3.2869
C -1.2394 -4.0739 1.7262
H -0.4966 -4.3442 2.4892
C -1.9880 1.3075 2.6034
H -0.7228 -3.9018 0.7726
H -1.9079 -4.9368 1.5893
C -3.8198 -0.3131 1.9890
H -2.3513 1.7758 1.6798
H -2.3527 1.9224 3.4404
H -0.8950 1.4116 2.5721
C -2.4937 -0.1242 2.7402
H -4.4216 0.6008 2.0996
H -4.4225 -1.1438 2.3808
H -3.6506 -0.4735 0.9158
C 0.2710 -0.1392 4.3884
H 0.8481 0.5209 3.7244
H 0.9031 -0.3540 5.2620
H -0.6256 0.3878 4.7386
C 1.2443 -2.2234 3.3803
H 1.0918 -3.1597 2.8291
H 1.7357 -2.4633 4.3347
H 1.9327 -1.5871 2.8045
H -1.6941 0.6723 -0.0425
H -1.4043 0.7286 -0.7482
C 2.3303 4.4949 0.3075
O 1.0323 4.0763 -0.2352
P -0.0840 3.1776 0.3825
O -0.5116 3.7043 1.7853
C 0.3309 3.9712 2.9587
O -1.3128 3.2367 -0.5677
C -2.7286 3.5216 -0.3567
H 3.0588 4.3910 -0.5089
H 2.6565 3.8621 1.1419
H 2.2124 5.5407 0.6158
H 0.8035 4.9494 2.8241
H 1.0927 3.1957 3.1176
H -0.3596 3.9589 3.8107
H -3.2939 2.5906 -0.2235
H -2.8867 4.1740 0.5099
H -3.0685 4.0165 -1.2693
*
```

Atom charges from the Löwdin analysis, given in e for atoms 1 to 6:
1 Sn 1.249
2 C -0.109
3 O 0.182
4 C -0.478
5 O -0.068
6 P 1.047

3.
Formula: C23H62AsF6O22S8
Source: the OMol25 dataset
Level of theory: wB97M-V/def2-TZVPD

Results
Orbital gap (alpha / beta): 0.3163 / 0.1527 hartree
Lowest unoccupied orbital energy (alpha / beta): -1.97 / -6.43 eV
Relative energy (zero: lowest compared OMol25 entry of this formula, charge and spin): 0.000 eV
⟨S²⟩: 0.76

ORCA input file:
```
! RIJCOSX wB97M-V def2-TZVPD def2/J DEFGRID3
* xyz 0 2
As -0.9372 0.7297 0.3227
F -0.9140 -0.9923 -0.1665
F -0.1341 0.3946 1.8601
F -1.0540 2.5158 0.6697
F -1.7557 1.0246 -1.2429
F -2.5314 0.5048 1.0594
F 0.6691 0.9793 -0.4880
O 2.0571 -2.1414 -3.6516
S 2.7596 -0.8271 -3.5728
O 3.6600 -0.4139 -2.4969
O 3.6107 -0.6002 -4.9997
C 4.6953 -1.4181 -5.3245
C 5.2479 -0.9133 -6.6632
C 1.5679 0.4996 -3.6873
H 4.4540 -2.4800 -5.3710
H 5.4800 -1.3707 -4.5694
H 6.1039 -1.4169 -7.1124
H 5.5853 0.1232 -6.6552
H 4.5164 -1.0448 -7.4605
H 0.7135 0.0382 -4.1825
H 1.7970 1.2186 -4.4738
H 1.5103 0.8725 -2.6647
O -1.7826 -4.3235 2.1140
S -1.9121 -3.7817 3.4699
O -2.8287 -4.3670 4.4538
O -0.4604 -3.8073 4.1628
C 0.7069 -3.4390 3.4772
C 1.4175 -2.2236 4.1757
C -2.2483 -1.9294 3.4810
H 0.5055 -3.0349 2.4852
H 1.3366 -4.3246 3.3912
H 1.5389 -2.4207 5.2408
H 0.7837 -1.3469 4.3091
H 2.3474 -1.9688 3.6673
H -3.0998 -1.6862 2.8456
H -1.3188 -1.4503 3.1733
H -2.5279 -1.7475 4.5187
O -6.4534 0.3925 -4.3376
S -5.4949 0.6839 -3.2979
O -5.7148 1.8111 -2.3969
O -5.3125 -0.6836 -2.4161
C -4.6524 -0.6298 -1.1575
C -4.2111 -2.0482 -0.8282
C -3.8305 0.7872 -4.0888
H -5.3446 -0.1828 -0.4440
H -3.7712 0.0103 -1.1138
H -5.0414 -2.7538 -0.8558
H -3.6503 -2.1821 0.0968
H -3.4704 -2.3767 -1.5573
H -3.5697 -0.1224 -4.6298
H -3.1045 1.1293 -3.3512
H -4.0333 1.5466 -4.8440
O -2.0261 6.6696 -2.1162
S -2.8365 5.4426 -2.1422
O -4.2039 5.3480 -2.7380
O -1.8584 4.3414 -2.9574
C -0.4544 4.3431 -2.7228
C 0.2530 3.4290 -3.6906
C -2.9329 4.7017 -0.4522
H -0.1920 4.0329 -1.7113
H -0.0313 5.3345 -2.8845
H -0.1184 2.4044 -3.6692
H 1.3358 3.3969 -3.5701
H 0.0796 3.6999 -4.7321
H -3.2207 3.6611 -0.6018
H -3.6472 5.3398 0.0682
H -1.9970 4.8683 0.0811
O 0.0585 -6.8396 -0.4801
S 0.5778 -5.9043 -1.5142
O 1.7720 -6.2429 -2.3359
O -0.6781 -5.5235 -2.5052
C -0.3778 -4.6099 -3.5579
C -1.0634 -3.2762 -3.2795
C 0.9341 -4.2888 -0.7552
H -0.7246 -4.9647 -4.5284
H 0.6897 -4.4468 -3.7058
H -0.9189 -2.4803 -4.0101
H -0.5985 -2.9862 -2.3372
H -2.1454 -3.3315 -3.1605
H 1.7365 -4.3713 -0.0222
H 0.0687 -3.9116 -0.2102
H 1.3003 -3.6584 -1.5655
O 7.1345 0.2173 3.5946
S 6.1538 -0.6493 2.9589
O 5.2155 -1.4360 3.7573
O 5.4209 0.2387 1.7730
C 4.5637 -0.4444 0.8198
C 3.1703 0.1735 0.9057
C 7.1100 -1.8370 1.9639
H 4.5251 -1.5091 1.0500
H 4.8333 -0.3864 -0.2348
H 2.9624 0.0438 1.9679
H 2.5158 -0.4476 0.2942
H 3.1123 1.2429 0.7030
H 6.4794 -2.6969 1.7381
H 7.9983 -2.2085 2.4748
H 7.4532 -1.2794 1.0924
O -3.1703 2.1574 6.4877
S -3.5816 1.7246 5.1280
O -4.1616 0.4092 4.9489
O -4.4740 2.8411 4.3079
C -5.3394 2.3948 3.2441
C -4.9228 3.3592 2.0921
C -2.0281 1.6020 4.1909
H -6.3902 2.4774 3.5219
H -5.2230 1.3448 2.9756
H -3.9171 3.0813 1.7769
H -5.1730 4.3969 2.3129
H -5.4849 3.1168 1.1902
H -2.4167 1.1158 3.2961
H -1.4545 0.9176 4.8159
H -1.7005 2.6413 4.1668
C 1.5877 2.5201 3.8415
S 3.0682 2.6747 4.9316
O 3.4795 1.2008 5.0526
C 4.2911 3.5531 3.9185
H 0.8229 1.9487 4.3677
H 1.8999 1.9410 2.9725
H 1.2827 3.4579 3.3772
H 5.2145 3.6204 4.4938
H 4.0020 4.5623 3.6252
H 4.4553 2.9300 3.0394
*
```

Atom charges from the Löwdin analysis, given in e for atoms 1 to 6:
1 As 0.918
2 F -0.267
3 F -0.270
4 F -0.299
5 F -0.279
6 F -0.261

4.
Formula: C3H5NO2
Source: the OMol25 dataset
Level of theory: wB97M-V/def2-TZVPD

Results
Orbital gap: 0.3928 hartree
Lowest unoccupied orbital energy: 0.67 eV
Relative energy (zero: lowest compared OMol25 entry of this formula, charge and spin): 1.816 eV

ORCA input file:
```
! RIJCOSX wB97M-V def2-TZVPD def2/J DEFGRID3
* xyz 0 1
O 2.6312 -0.1997 -0.2144
C 1.4426 0.0153 -0.1670
N 0.5958 -0.5755 0.7633
C -0.7317 -0.4839 0.2375
C -0.8326 0.9153 -0.2523
O 0.6832 0.8231 -0.9823
H 0.9205 -1.4648 1.1050
H -0.7893 -0.8665 -0.7934
H -1.5004 -0.9921 0.8178
H -0.5919 1.8325 0.2509
H -1.8274 0.9962 -0.7652
*
```

Atom charges from the Löwdin analysis, given in e for atoms 1 to 6:
1 O 0.097
2 C -0.580
3 N 0.069
4 C -0.220
5 C 0.001
6 O -0.009

5.
Formula: C12H32FInO8P
Source: the OMol25 dataset
Level of theory: wB97M-V/def2-TZVPD

Results
Orbital gap: 0.2070 hartree
Lowest unoccupied orbital energy: 2.20 eV

ORCA input file:
```
! RIJCOSX wB97M-V def2-TZVPD def2/J DEFGRID3
* xyz -1 1
O -2.1090 -3.6518 -5.4690
P -2.9355 -2.1206 -5.4444
O -2.1700 -0.9153 -6.4400
In -5.4276 -2.3187 -5.8454
F -5.9985 -3.9179 -7.1154
H -1.8372 -3.9330 -6.3925
H -2.5635 -0.0329 -6.1083
H -5.9696 -0.7888 -6.6412
H -6.2338 -2.3937 -4.2423
C -2.4988 1.1280 2.3029
O -2.2598 -0.0537 1.5562
C -3.4599 -0.7848 1.3000
C -3.2754 -1.7078 0.0956
O -3.3849 -1.0223 -1.1602
C -2.2748 -0.1881 -1.5143
C -1.0421 -0.9850 -1.9453
O -0.3459 -1.4815 -0.8003
C 0.4584 -2.6081 -1.1064
H -2.9205 0.8854 3.2819
H -1.5454 1.6439 2.4427
H -3.1714 1.7948 1.7532
H -4.2939 -0.0989 1.1103
H -3.6779 -1.3833 2.1914
H -4.0935 -2.4370 0.0971
H -2.3457 -2.2792 0.1509
H -2.0446 0.5242 -0.7177
H -2.6143 0.4007 -2.3743
H -0.3511 -0.3306 -2.4907
H -1.3496 -1.8120 -2.5966
H -0.1598 -3.4279 -1.4788
H 0.9522 -2.9381 -0.1897
H 1.2210 -2.3431 -1.8448
C 1.2985 -0.4066 1.5835
O 2.4083 0.4757 1.5478
C 2.1090 1.6956 0.8676
C 3.0809 2.7960 1.2933
O 2.7476 3.3813 2.5603
C 3.0172 2.5717 3.7116
C 4.5087 2.4750 4.0381
O 5.1446 1.5250 3.1806
C 6.5394 1.7520 3.0670
H 1.0000 -0.6899 0.5706
H 1.5918 -1.3043 2.1336
H 0.4599 0.0596 2.1112
H 1.0817 2.0125 1.0822
H 2.2140 1.5083 -0.2067
H 3.0055 3.6154 0.5696
H 4.1201 2.4587 1.2782
H 2.5527 1.5864 3.6206
H 2.5204 3.0777 4.5476
H 4.6393 2.1246 5.0694
H 4.9726 3.4627 3.9285
H 6.7315 2.7390 2.6405
H 6.9573 0.9992 2.3948
H 7.0215 1.6616 4.0450
*
```

Atom charges from the Löwdin analysis, given in e for atoms 1 to 6:
1 O -0.464
2 P 0.597
3 O -0.494
4 In 0.283
5 F -0.651
6 H 0.047

6.
Formula: C33H30IrN2O2P2
Source: the OMol25 dataset
Level of theory: wB97M-V/def2-TZVPD

Results
Orbital gap: 0.2990 hartree
Lowest unoccupied orbital energy: -1.97 eV

ORCA input file:
```
! RIJCOSX wB97M-V def2-TZVPD def2/J DEFGRID3
* xyz 1 1
Ir -1.1830 -2.2793 0.2731
O 0.8987 -2.2955 -0.0540
P 1.9329 -1.2111 -0.1550
C 1.3842 0.2991 0.7021
P -0.1782 0.9575 0.0393
O -1.1643 -0.1466 -0.2345
C -0.8024 2.1291 1.2434
C -1.9962 2.7730 0.9123
C -2.5782 3.6536 1.8061
C -1.9711 3.9003 3.0317
C -0.7840 3.2662 3.3647
C -0.1989 2.3779 2.4723
C 0.2049 1.8888 -1.4373
C 1.0120 3.0231 -1.3550
C 1.2992 3.7466 -2.4986
C 0.7736 3.3428 -3.7212
C -0.0356 2.2198 -3.8016
C -0.3241 1.4876 -2.6584
C 2.2308 -0.8134 -1.8745
C 3.1711 0.1467 -2.2452
C 3.3579 0.4434 -3.5836
C 2.6218 -0.2319 -4.5511
C 1.6970 -1.1976 -4.1841
C 1.4925 -1.4877 -2.8424
C 3.4914 -1.6821 0.5815
C 4.0905 -0.9891 1.6290
C 5.2872 -1.4440 2.1643
C 5.8805 -2.5898 1.6579
C 5.2854 -3.2851 0.6122
C 4.0946 -2.8336 0.0723
H 2.1558 1.0719 0.6783
H 1.2038 -0.0087 1.7369
H -2.4717 2.5772 -0.0417
H -3.5045 4.1489 1.5486
H -2.4257 4.5920 3.7285
H -0.3124 3.4602 4.3184
H 0.7269 1.8898 2.7472
H 1.4020 3.3533 -0.3979
H 1.9220 4.6289 -2.4392
H 0.9927 3.9135 -4.6141
H -0.4442 1.9122 -4.7548
H -0.9521 0.6070 -2.7055
H 3.7618 0.6585 -1.4926
H 4.0825 1.1914 -3.8763
H 2.7785 -0.0059 -5.5978
H 1.1320 -1.7244 -4.9415
H 0.7692 -2.2340 -2.5377
H 3.6362 -0.0962 2.0383
H 5.7528 -0.9045 2.9777
H 6.8104 -2.9460 2.0807
H 5.7518 -4.1776 0.2182
H 3.6285 -3.3758 -0.7419
N -5.3232 -2.7458 0.3720
C -4.0632 -3.0297 -0.0283
N -3.1816 -2.2301 0.5197
C -3.8987 -1.3674 1.3481
C -3.4635 -0.3352 2.1756
C -4.4242 0.3575 2.8804
C -5.7884 0.0384 2.7724
C -6.2289 -0.9873 1.9624
C -5.2532 -1.6858 1.2575
H -6.1477 -3.2499 0.0972
H -3.8235 -3.8108 -0.7292
H -2.4115 -0.1011 2.2574
H -4.1232 1.1618 3.5385
H -6.5097 0.6094 3.3409
H -7.2787 -1.2338 1.8816
C -1.1809 -3.9845 0.8749
H -0.2381 -4.4733 1.1433
H -2.0486 -4.6332 1.0377
*
```

Atom charges from the Löwdin analysis, given in e for atoms 1 to 6:
1 Ir 1.033
2 O -0.481
3 P 0.754
4 C -0.300
5 P 0.748
6 O -0.466

| no. | E (eV) |
| --- | --- |
| 1 | -8372.0235 |
| 2 | -68601.5743 |
| 3 | -233720.1314 |
| 4 | -8775.8784 |
| 5 | -46520.2253 |
| 6 | -63197.0006 |